Record 1
ORCA calculation (the ωB97M-V functional and the def2-TZVPD basis) on C41H32N6OPS4ScSe as an isolated structure.

```
87
Properties=species:S:1:pos:R:3:mulliken_charge:R:1
Se 1.078 -3.206 1.925 0.2486
Sc 0.899 1.213 -1.052 -0.2647
S 3.552 0.465 -4.761 -0.2768
S 3.118 1.807 -2.129 -0.4064
S 0.876 0.399 -3.454 -0.5249
S 3.972 -4.953 -0.483 -0.2259
P -2.430 0.088 -0.408 0.6374
O -1.073 0.688 -0.673 1.2397
N 0.585 3.349 -0.695 1.2759
N 6.868 -4.396 3.003 -0.5935
N 1.118 3.877 0.390 -1.0347
N -0.789 -2.285 3.907 0.0489
N 1.885 -0.912 -0.614 1.0767
N 1.415 1.639 1.097 0.6993
C 2.263 3.472 2.421 -0.5483
C -0.053 4.285 -1.526 -0.0828
C 3.129 -1.011 -0.132 -0.8360
C -2.195 -2.660 -3.339 -0.6902
C -0.275 3.947 -2.862 0.0273
C -1.706 -1.193 1.901 -0.2194
C 3.815 -2.206 -0.056 -0.9927
C -1.673 -1.363 3.273 0.8213
C 2.649 2.604 3.400 -0.4607
C 1.299 -2.026 -1.057 -0.3696
C 6.460 -4.565 0.648 -0.0595
C -6.039 1.708 -1.315 -0.6943
C -0.960 4.816 -3.696 -0.7847
C -3.371 -3.721 -1.522 -0.7395
C -1.199 6.372 -1.887 -0.6197
C -3.728 1.215 -0.890 -0.2123
C 3.189 -3.366 -0.498 0.6407
C -0.516 5.513 -1.043 -0.3978
C -3.261 -2.562 -0.769 -0.1988
C 5.103 -4.732 0.875 0.0325
C -2.088 -1.496 -2.595 -0.7022
C 2.375 1.229 3.255 -0.9549
C -4.367 3.422 -1.595 -0.4714
C -3.384 0.306 3.541 -1.0174
C 1.902 -3.268 -1.012 -1.1642
C -2.836 -3.770 -2.802 -0.5613
C 5.563 -4.565 3.206 -0.4617
C -5.060 0.804 -0.943 -0.4220
C -5.691 3.016 -1.640 -0.5077
C -2.615 -1.450 -1.303 0.7961
C -2.518 -0.618 4.092 -0.6943
C -3.380 2.522 -1.217 -0.2833
C -2.582 -0.256 1.351 0.0716
C 0.219 -2.955 3.411 -0.3696
C 4.643 -4.743 2.184 -0.0048
C 1.592 2.975 1.278 0.1396
C 2.582 0.877 -3.509 0.3907
C -1.429 6.032 -3.215 -0.5377
C -3.415 0.500 2.165 -0.8803
C 7.297 -4.402 1.745 -0.3146
C 1.779 0.808 2.097 -0.3299
H 5.232 -4.561 4.238 0.3792
H -1.555 7.321 -1.503 0.3713
H -4.028 0.890 4.185 0.4388
H -1.112 4.544 -4.733 0.4169
H -1.575 -0.637 -3.012 0.2762
H 3.596 -0.087 0.181 0.5211
H 2.645 0.512 4.017 0.5102
H -4.085 4.434 -1.856 0.4563
H 0.112 3.013 -3.255 0.4307
H -7.074 1.394 -1.360 0.4076
H -3.866 -4.589 -1.106 0.4366
H -4.077 1.239 1.735 0.4608
H 3.159 2.968 4.283 0.4056
H -1.043 -1.769 1.268 -0.1349
H 1.576 -0.244 1.932 0.4733
H 0.303 -1.918 -1.465 0.3130
H 2.434 4.537 2.482 0.5326
H -0.337 5.771 -0.009 0.4536
H -6.460 3.716 -1.937 0.4061
H -2.484 -0.758 5.167 0.3661
H 6.858 -4.560 -0.357 0.4084
H -2.915 -4.679 -3.384 0.4246
H -3.668 -2.531 0.235 0.4773
H 4.821 -2.221 0.336 0.4862
H 8.362 -4.264 1.599 0.3637
H -1.772 -2.696 -4.334 0.4857
H 1.371 -4.142 -1.364 0.4877
H 3.592 -4.877 2.404 0.4278
H -1.958 6.712 -3.870 0.3987
H -2.346 2.837 -1.182 0.2464
H -0.964 -2.405 4.897 0.2420
H -5.330 -0.219 -0.705 0.3946
```

- E_tot (hartree) = -7081.7630
- multiplicity = 1
- HOMO-LUMO gap (spin up / spin down) (eV) = 6.09 / 5.35

Record 2
ORCA calculation (the ωB97M-V functional and the def2-TZVPD basis) on a 3-piece molecular cluster, C3H14N2O3 overall at a distorted geometry.

```
22
Properties=species:S:1:pos:R:3:mulliken_charge:R:1
O 2.522 -1.352 1.548 -0.7239
O -2.392 -1.035 -1.317 -0.5410
O 2.152 -0.900 -1.035 -0.7285
N 0.851 1.698 -0.132 -0.4973
N -0.659 -0.837 1.080 -0.5296
C -0.384 1.514 0.610 -1.1052
C -1.444 0.034 -1.205 -0.4674
C -1.235 0.253 0.320 0.3949
H -0.539 -0.254 -1.679 0.1600
H 2.015 -2.132 1.803 0.2946
H -1.047 -1.742 0.830 0.2394
H -0.112 1.361 1.699 0.4476
H -2.190 0.241 0.895 0.3082
H 1.751 -0.053 -0.740 0.3812
H 1.609 2.205 0.309 0.1904
H 2.461 -1.260 0.567 0.4477
H 0.342 -0.921 1.069 0.1694
H 1.615 -1.313 -1.716 0.3317
H -0.952 2.432 0.625 0.3993
H -1.885 0.924 -1.693 0.2652
H -3.141 -0.826 -0.753 0.3428
H 0.665 1.962 -1.087 0.2205
```

- E_tot (hartree) = -457.9032
- multiplicity = 1
- SMILES = NC[C@H](N)CO.O.O
- HOMO-LUMO gap (eV) = 9.78

Record 3
ORCA calculation (the ωB97M-V functional and the def2-TZVPD basis) on C16H23FN2O3S as an isolated structure at a distorted geometry.

```
46
Properties=species:S:1:pos:R:3:mulliken_charge:R:1
S -0.295 0.136 1.149 1.1952
F -1.725 2.162 6.301 -0.2986
O 2.884 0.478 -2.137 -0.6793
O -0.940 0.700 0.032 -0.7433
O 0.019 -1.317 1.172 -0.8452
N 1.076 -1.189 -1.686 0.1292
N 1.319 0.811 1.003 -0.0245
C -1.202 -0.378 -4.336 -0.2580
C -1.330 1.775 4.988 0.4928
C 0.635 -1.317 -2.992 -0.6065
C 1.256 2.064 0.473 -1.4024
C 2.123 -0.310 -1.268 0.5968
C -0.286 0.902 4.915 -0.6527
C 0.472 -3.064 -4.622 -1.2527
C 2.513 -0.098 0.317 -1.2341
C -0.585 0.141 -3.321 -0.7690
C 0.194 0.112 3.714 -0.5918
C -0.562 0.647 2.596 0.1395
C -0.879 -0.883 -5.631 -1.2389
C -0.556 -2.575 -5.682 -0.7462
C -1.885 1.573 2.651 -0.4400
C 0.281 -2.468 -3.294 -0.4381
C -1.993 2.146 4.006 -0.4406
H -2.661 2.948 4.095 0.4471
H -0.345 -2.601 -6.687 0.4850
H -1.339 -0.879 -6.417 0.6864
H 0.462 -4.112 -4.755 0.3852
H 0.042 0.909 -3.337 0.6877
H 1.599 -0.961 -3.690 0.2977
H 2.192 2.625 0.402 0.4146
H -1.056 -0.245 -2.361 0.1552
H 0.279 0.610 5.817 0.3555
H -1.786 -2.898 -5.386 0.3091
H 0.463 -1.454 -0.889 0.3678
H -2.251 -1.237 -4.132 0.1547
H 0.832 -3.229 -2.570 0.4220
H -0.656 -2.706 -2.929 0.5142
H 2.184 -0.955 0.782 0.4824
H -1.849 0.415 -4.464 0.5846
H 3.385 0.308 0.448 0.5921
H 0.894 -0.560 3.579 0.6867
H 0.671 2.612 0.984 0.6204
H 1.326 -2.661 -5.028 0.4194
H 0.230 -0.493 -5.772 0.2351
H 1.018 2.260 -0.503 0.4183
H -2.309 1.962 1.689 0.3870
```

- E_tot (hartree) = -1456.1350
- multiplicity = 1
- HOMO-LUMO gap (eV) = 6.57

Record 4
ORCA calculation (the ωB97M-V functional and the def2-TZVPD basis) on C30H46ClCsNO7PS as an isolated structure at a distorted geometry.

```
88
Properties=species:S:1:pos:R:3:mulliken_charge:R:1
Cs -2.920 0.786 -1.484 1.5483
Cl -5.783 1.132 -0.792 1.2483
S -3.076 -4.620 -2.103 0.0555
P -1.337 -0.400 1.529 0.9548
O -2.496 -5.764 -1.316 -0.6215
O -4.964 1.524 0.325 -0.6013
O -1.051 2.108 -2.255 -0.2885
O -0.485 4.106 -3.145 -0.6889
O -5.605 2.068 -1.865 -0.5667
O -5.371 -0.166 -1.233 -0.5763
O -7.159 1.111 -0.392 -0.7549
N -2.638 -3.244 -1.828 -0.3539
C 2.330 -0.117 -2.944 -0.9063
C 0.419 -1.071 1.633 0.9857
C 3.204 2.006 -3.991 -0.0062
C 1.170 -3.357 -1.269 -1.3496
C 2.176 1.875 -1.691 -0.3134
C 1.788 -0.887 -1.910 0.1786
C -1.914 -3.124 1.277 -1.4725
C 2.972 -2.193 2.114 -0.9118
C 0.741 -1.754 2.814 -0.6706
C 1.614 1.888 0.720 3.1317
C -2.545 -2.312 3.518 -2.0713
C 2.687 -1.530 0.938 -0.8988
C -2.931 1.140 3.227 -2.1180
C 1.727 1.150 -0.602 0.5128
C -0.812 0.451 4.371 -2.0754
C 1.015 3.289 0.554 -1.9469
C 1.429 -0.975 0.642 -0.3623
C 0.804 -2.491 -3.556 -1.4512
C 1.978 -2.312 3.069 -1.1495
C 2.293 3.101 -4.552 -1.4540
C 2.527 1.246 -2.872 0.2131
C -1.443 0.816 3.025 2.5880
C -0.777 2.122 2.569 -2.5133
C -3.834 -1.574 1.527 -1.9177
C 1.688 -2.363 -2.305 0.7157
C 2.995 1.976 1.386 -1.7915
C 1.506 -0.243 -0.683 0.7488
C -0.955 2.960 -3.167 -0.3013
C 4.534 2.595 -3.504 -1.4813
C -2.421 -1.908 2.043 2.7695
H 0.235 -2.992 -0.862 0.0465
H 3.423 0.984 1.538 0.2676
H 1.374 2.658 -4.938 0.2731
H 4.357 3.356 -2.743 0.2525
H 3.428 1.295 -4.794 0.3304
H -2.541 -3.992 1.503 0.6659
H 3.459 -1.445 0.183 0.4903
H 2.651 -0.630 -3.845 0.5239
H 2.795 3.645 -5.357 0.4821
H -0.025 -1.860 3.564 0.1739
H 0.970 -1.688 -4.274 0.4418
H 0.208 3.279 -0.180 0.2946
H 1.774 3.993 0.207 0.5617
H 2.914 2.476 2.356 0.4570
H 5.075 3.056 -4.335 0.4654
H -1.255 -0.434 4.826 0.2861
H 0.994 -3.446 -4.052 0.3899
H -0.967 1.287 5.063 0.5426
H -1.990 -2.974 0.201 -0.1577
H 0.263 0.298 4.276 0.3747
H 0.308 2.057 2.645 0.7131
H 3.678 2.545 0.751 0.3177
H 0.632 3.660 1.507 0.4068
H -0.889 -3.383 1.544 0.1684
H -4.272 -0.718 2.038 0.2734
H -1.613 -2.705 3.927 0.3085
H -1.053 2.369 1.543 0.4751
H 0.954 -4.309 -1.757 0.5706
H -2.904 -1.506 4.157 0.2845
H -3.470 0.324 3.704 0.3773
H -0.242 -2.478 -3.261 0.2502
H 3.957 -2.616 2.275 0.3415
H 2.295 2.947 -1.607 0.2473
H 2.161 -2.843 3.996 0.4136
H 5.160 1.815 -3.068 0.3256
H -1.363 2.618 -4.174 0.2494
H 1.999 3.809 -3.776 0.2668
H -3.278 -3.122 3.573 0.5671
H 1.879 -3.537 -0.463 0.2918
H -1.098 2.945 3.217 0.5134
H -3.823 -1.359 0.459 0.3438
H -3.019 2.015 3.878 0.5147
H 2.709 -2.664 -2.585 0.2562
H 0.974 1.296 1.365 -2.5813
H -4.487 -2.439 1.677 0.5237
H -3.418 1.371 2.277 0.3829
```

- E_tot (hartree) = -2971.8488
- multiplicity = 1
- total charge = -2
- HOMO-LUMO gap (eV) = 6.15